Density functional theory data (ωB97M-V with the def2-TZVPD basis set) for 2 unconnected molecules or ions with the total composition C3H7BrN3 at a distorted geometry.

Properties
Total charge: +1
Highest occupied orbital energy (spin up / spin down): -13.73 / -13.72 eV
Maximum force: 0.120 Eh/bohr
Electronic energy: -2856.2470 Ha

Geometry (Å):
C -1.830 -0.562 -0.054
C 1.373 0.703 0.980
C 0.892 1.237 -0.330
N -1.264 -2.862 0.159
N -1.650 -1.761 -0.075
N 0.486 0.137 -1.094
Br -3.011 0.834 0.184
H 0.405 0.713 1.701
H 1.784 -0.201 0.760
H 1.920 1.482 1.413
H 1.835 1.706 -0.771
H 0.046 1.911 -0.364
H -1.066 -3.619 -0.487
H 0.080 0.281 -2.023


Density functional theory data (ωB97M-V with the def2-TZVPD basis set) for a molecular structure, C29H18FN4O6PdS.

Properties
Total charge: -1
Highest occupied orbital energy: -5.23 eV
Maximum force: 0.006 Eh/bohr
Electronic energy: -2412.5190 Ha

Geometry (Å):
Pd -0.010 -0.164 0.499
O -1.273 -1.742 4.100
C -0.849 -1.557 2.965
O -0.887 -0.453 2.319
C -0.201 -2.765 2.269
C 0.173 -3.880 3.063
C 0.825 -4.919 2.474
C 1.111 -4.872 1.086
C 1.800 -5.894 0.395
C 2.042 -5.780 -0.946
C 1.605 -4.643 -1.658
C 0.933 -3.641 -1.016
C 0.675 -3.736 0.371
N 0.019 -2.712 0.981
H -0.073 -3.851 4.114
H 1.138 -5.782 3.050
H 2.135 -6.765 0.946
H 2.575 -6.563 -1.471
H 1.809 -4.569 -2.719
H 0.590 -2.753 -1.531
S 3.051 1.211 -2.464
C 1.824 0.403 -3.398
C 1.747 0.216 -4.773
C 0.643 -0.444 -5.278
C -0.373 -0.901 -4.430
C -0.300 -0.712 -3.066
C 0.817 -0.063 -2.550
N 1.058 0.195 -1.219
C 2.166 0.851 -1.022
C 2.484 1.210 0.346
C 3.608 1.928 0.743
C 3.762 2.250 2.081
C 2.787 1.864 2.996
C 1.662 1.150 2.598
C 1.502 0.802 1.265
H 2.523 0.585 -5.431
H 0.555 -0.597 -6.346
H -1.238 -1.393 -4.855
H -1.099 -1.020 -2.405
H 4.347 2.239 0.013
H 4.627 2.811 2.411
H 2.901 2.133 4.039
H 0.903 0.872 3.317
F -6.160 2.378 0.678
C -5.064 3.122 0.907
C -4.044 3.135 0.041
N -2.923 3.902 0.234
C -1.849 3.847 -0.757
C -1.392 2.409 -1.115
O -0.636 2.357 -2.097
O -1.816 1.492 -0.373
C -2.759 4.647 1.376
O -1.785 5.332 1.619
N -3.827 4.585 2.259
C -5.021 3.888 2.137
O -5.890 3.953 2.983
H -4.053 2.532 -0.854
H -1.006 4.389 -0.336
H -2.161 4.358 -1.669
H -3.707 5.125 3.103


Density functional theory data (ωB97M-V with the def2-TZVPD basis set) for a molecular structure, C27H35FeN4O6Sb at a distorted geometry.

Properties
Expectation value of S²: 6.306
Highest occupied orbital energy (spin up / spin down): -5.33 / -6.97 eV
Maximum force: 0.111 Eh/bohr
Spin multiplicity: 5
Electronic energy: -3223.8931 Ha

Geometry (Å):
O 4.877 -2.635 -0.871
H 5.158 -3.499 -1.212
Fe 1.450 -1.439 0.546
N 0.771 -2.424 -0.947
N 1.987 -0.192 -1.138
N 0.460 -1.869 1.913
N 1.834 0.183 1.568
O -0.218 -3.262 -0.791
O -0.449 -2.893 1.900
O 2.625 1.202 1.309
O 2.786 0.834 -1.107
C 1.815 -0.778 -2.333
C 1.196 -2.056 -2.186
C 0.667 -1.118 3.033
C 1.369 0.102 2.817
C 0.837 -2.885 -3.372
H 1.677 -3.488 -3.754
H 0.476 -2.247 -4.183
H 0.041 -3.585 -3.064
C 2.139 -0.039 -3.604
H 3.198 0.317 -3.607
H 1.484 0.858 -3.737
H 2.006 -0.723 -4.468
C 0.054 -1.551 4.289
C 1.390 1.247 3.725
H 0.005 -2.657 4.345
H -0.957 -1.104 4.393
H 0.672 -1.187 5.129
H 2.162 1.970 3.492
H 1.497 0.985 4.777
H 0.437 1.782 3.622
H -0.542 -3.157 0.942
H 2.776 1.128 0.210
C 5.884 -1.211 -0.793
H 6.246 -0.962 -1.871
H 6.635 -1.672 -0.044
H 5.240 -0.380 -0.381
O 2.961 -2.590 0.549
H 3.850 -2.836 -0.282
H 3.037 -3.276 1.212
C -2.885 1.933 4.286
C -2.807 0.572 3.970
C -2.426 0.187 2.681
C -2.066 1.157 1.750
C -2.225 2.511 2.033
C -2.626 2.901 3.314
Sb -1.216 0.447 -0.112
C -3.064 -0.208 -0.999
C -3.189 -1.537 -1.417
C -4.429 -1.988 -1.881
C -5.520 -1.111 -1.932
C -5.375 0.222 -1.529
C -4.136 0.678 -1.059
C -0.529 2.110 -1.303
C -0.788 2.110 -2.674
C -0.365 3.198 -3.453
C 0.284 4.284 -2.847
C 0.534 4.269 -1.473
C 0.154 3.167 -0.698
H -3.162 2.232 5.299
H -3.059 -0.192 4.712
H -2.400 -0.874 2.428
H -2.025 3.261 1.275
H -2.729 3.962 3.547
H -2.332 -2.213 -1.368
H -4.539 -3.027 -2.203
H -6.485 -1.469 -2.296
H -6.219 0.907 -1.571
H -4.027 1.717 -0.742
H -1.323 1.288 -3.143
H -0.565 3.204 -4.527
H 0.592 5.141 -3.457
H 1.036 5.116 -0.995
H 0.375 3.150 0.361


Density functional theory data (ωB97M-V with the def2-TZVPD basis set) for 2 unconnected molecules or ions with the total composition C21H30N2O8 at a distorted geometry.

Properties
Structure (SMILES): CC/C=C(\Oc1cccc(C(=O)O)c1O)C(=O)O.CNC(=O)[C@H](CC(C)C)NC(C)=O
Highest occupied orbital energy: -8.99 eV
Maximum force: 0.057 Eh/bohr
Electronic energy: -1529.6943 Ha

Geometry (Å):
O -3.190 1.794 -5.919
O -1.873 1.502 2.182
O 4.712 -3.273 2.803
O 0.208 -3.347 3.826
O -4.687 1.916 -4.230
O -0.880 3.515 2.062
O -2.790 0.321 -2.751
O -2.951 0.439 -0.128
C -3.598 1.396 -4.839
C -1.424 2.408 1.503
C 3.950 -2.342 3.009
C 0.430 -2.142 3.877
C -2.816 0.359 -4.129
C -2.087 -0.577 -4.840
C -0.512 3.182 -2.081
C -1.219 2.217 -2.789
C -0.602 3.234 -0.692
C -2.050 1.300 -2.115
C -2.127 1.358 -0.711
C -1.397 2.319 0.026
N -0.309 -1.365 4.675
N 2.637 -2.498 2.847
C 4.512 -1.013 3.470
C -0.174 0.076 4.882
C -1.385 -2.962 -4.947
C 1.445 -0.276 -0.704
C 2.201 1.096 1.210
C -1.248 -1.647 -4.187
C 1.978 -0.339 0.727
C 0.996 -1.105 1.634
C 1.550 -1.522 3.016
H -5.013 2.594 -4.839
H -1.016 3.402 3.015
H -3.380 -0.055 -0.850
H -2.100 -0.528 -5.927
H 0.113 3.893 -2.613
H -1.105 2.205 -3.869
H -0.032 4.000 -0.172
H -1.034 -1.850 5.182
H 2.348 -3.442 2.631
H 5.583 -1.126 3.629
H 4.041 -0.721 4.405
H 4.345 -0.262 2.704
H -1.013 0.442 5.476
H -0.177 0.597 3.923
H 0.755 0.292 5.411
H -2.426 -3.302 -4.945
H -1.056 -2.845 -5.984
H -0.769 -3.733 -4.474
H 0.481 0.226 -0.725
H 1.331 -1.286 -1.096
H 2.149 0.266 -1.336
H 2.946 1.581 0.579
H 1.272 1.657 1.155
H 2.556 1.105 2.238
H -0.199 -1.333 -4.193
H -1.544 -1.800 -3.144
H 2.936 -0.856 0.703
H 0.683 -2.013 1.118
H 0.104 -0.494 1.776
H 1.922 -0.641 3.532


Density functional theory data (ωB97M-V with the def2-TZVPD basis set) for 2 unconnected molecules or ions with the total composition C6H14 at a distorted geometry.

Properties
Highest occupied orbital energy: -6.52 eV
Maximum force: 0.040 Eh/bohr
Electronic energy: -236.7499 Ha

Geometry (Å):
C -1.970 0.378 -1.432
C -0.560 -0.139 -1.746
C 0.163 -0.713 -0.615
C 1.339 0.016 -0.056
C 1.627 -0.248 1.454
C 0.336 -0.376 2.302
H -2.539 -0.254 -0.743
H -1.761 1.449 -0.821
H -2.546 0.553 -2.343
H -0.691 -0.930 -2.491
H 0.026 0.699 -2.153
H 0.341 -1.779 -0.749
H -1.650 2.340 -0.428
H 1.190 1.089 -0.177
H 2.243 -0.257 -0.610
H 2.228 -1.161 1.481
H 2.257 0.558 1.809
H -0.438 -0.061 1.616
H 0.335 0.247 3.190
H 0.068 -1.411 2.513